Density functional theory data (wB97M-V/def2-TZVPD) for a 8-piece molecular cluster, C6H23O9 overall in a non-equilibrium geometry.

Summary:
Relative energy (zero: lowest compared OMol25 entry of this formula, charge and spin) in kJ/mol: 244.6
Highest occupied orbital energy in Eh: -0.2319
Net charge: -1
Kohn-Sham gap in hartree: 0.33245

Geometry (Å):
O  2.1352  0.2362  1.6050
C  0.9180  0.0620  1.5881
O  -0.0108  0.9362  1.6197
C  0.3420  -1.3696  1.6875
C  -1.0128  -1.7062  1.0942
C  -1.0763  -1.5928  -0.3986
C  -1.1161  -2.6269  -1.2423
C  -1.3254  -2.2431  -2.6933
H  0.2430  -1.4321  2.7995
H  1.0166  -2.1497  1.4245
H  -1.2774  -2.7124  1.4966
H  -1.8608  -1.1899  1.5953
H  -0.9578  -0.6327  -0.8875
H  -1.2753  -3.6980  -1.1209
H  -2.3137  -2.2266  -3.1292
H  -0.7236  -2.9769  -3.2450
H  -0.6947  -1.3668  -2.9512
H  3.1802  1.9713  -2.1442
H  1.8714  2.7217  -1.8009
O  2.4913  2.5654  -2.5060
H  -3.2325  -1.3199  -1.7589
H  -4.1389  -0.2888  -1.0572
O  -4.1195  -0.9476  -1.7714
H  -1.8638  1.3778  2.5188
H  -1.7726  2.8996  2.5491
O  -2.4052  2.1787  2.4437
H  -1.7079  1.2389  -0.9867
H  -2.3324  0.7875  0.3204
O  -2.5537  1.1323  -0.5494
H  2.5265  -2.6711  -1.6429
H  2.5148  -2.8546  -0.0581
O  3.0595  -2.7859  -0.8525
H  3.0700  1.2512  0.4556
H  3.3134  0.4992  -0.9105
O  3.5266  1.2882  -0.4182
H  0.3906  2.4741  1.3668
H  1.0129  3.4705  0.3355
O  0.9054  3.3369  1.2710

Force components x, y, z for each atom (eV/Å):
0.220 -0.137 -0.072
-1.362 -0.138 -0.053
0.077 -0.318 -0.270
-0.330 0.699 1.729
-1.051 -0.276 0.958
0.634 -1.631 0.725
-1.778 1.229 -1.228
3.106 -0.668 -0.867
0.023 -0.261 -0.572
0.926 -0.418 -0.374
0.429 0.061 -0.986
0.659 0.637 -0.499
-0.087 0.038 0.453
0.230 0.280 1.023
-0.281 0.085 0.151
-0.529 -0.349 -0.439
-1.055 0.186 0.283
-0.789 0.891 0.323
0.057 -0.175 0.534
0.509 -0.209 -1.250
-0.060 0.272 0.320
0.405 -0.179 -0.496
-0.565 -0.078 0.117
0.291 0.334 -0.160
0.048 -0.189 -0.171
-0.274 -0.109 0.350
0.133 0.159 0.021
0.260 0.367 0.299
-0.435 -0.007 -0.134
-0.435 -0.007 0.424
-0.232 0.252 -0.546
0.655 -0.168 0.079
-0.032 -0.539 -0.482
-0.235 -0.650 0.539
0.561 0.655 0.230
0.872 0.390 -0.025
0.049 0.091 -0.441
-0.614 -0.119 0.506



Density functional theory data (wB97M-V/def2-TZVPD) for C6H24Ba2NO6 as an isolated structure in a non-equilibrium geometry.

Summary:
Highest occupied orbital energy in Eh: -0.6312
Net charge: +3
Kohn-Sham gap in hartree: 0.15884

Geometry (Å):
N  -0.3120  -0.3283  2.6054
H  -0.5711  -0.3775  3.5803
H  -0.4903  -1.2616  2.2629
H  0.6903  -0.3849  2.4943
H  -0.7419  0.3717  2.0178
Ba  2.5140  0.5650  1.0949
Ba  1.7419  -2.5159  1.2798
O  0.3368  1.4899  1.1497
C  -0.0460  0.9782  -0.1418
C  0.2878  -0.4771  -0.4082
O  1.5707  -1.0464  -0.1821
H  0.4842  1.5429  -0.9087
H  -1.1001  1.1435  -0.3646
H  0.0401  -0.7229  -1.4408
H  -0.4494  -1.0044  0.1973
C  -2.6056  0.1977  1.4890
O  -1.7647  1.2818  1.7557
H  -2.2699  -0.8127  1.7226
H  -3.5947  0.3622  1.9165
H  -2.6639  0.1727  0.4009
H  -1.0396  1.3551  1.1309
C  -0.7776  -3.4208  -1.2764
O  -0.2726  -4.0486  -2.3819
H  -0.5493  -2.3568  -1.3379
H  -1.8587  -3.5106  -1.1706
H  -0.3630  -3.8546  -0.3665
H  0.2934  -4.7503  -2.0517
C  -0.3247  3.8838  0.0428
O  0.2886  3.4950  1.2846
H  -0.4401  4.9676  0.0573
H  0.1668  3.5089  -0.8549
H  -1.2997  3.3985  -0.0021
H  0.3197  2.5356  1.2943
C  2.5822  0.1567  -2.7619
O  2.7699  -0.7324  -1.6921
H  3.4427  0.4558  -3.3604
H  2.0652  -0.4688  -3.4896
H  1.9066  0.9737  -2.5088
H  2.0342  -0.7615  -1.0761

Force components x, y, z for each atom (eV/Å):
3.293 -5.577 2.275
-0.325 0.694 0.858
-1.566 -0.331 -0.029
-0.049 1.329 1.132
-1.559 2.542 0.128
4.104 5.620 0.656
0.490 -6.185 1.799
2.900 -11.301 -2.981
2.918 0.907 -1.712
-2.646 -0.626 -0.207
-7.590 -0.993 6.480
-0.099 0.397 -0.136
-0.006 -0.238 -0.368
-0.083 0.400 -0.081
-0.228 -0.807 0.086
-1.941 0.547 -2.077
-2.427 -0.514 2.140
0.112 -0.104 0.695
0.145 -0.083 -0.044
-0.922 -0.308 -0.236
-1.327 1.447 0.221
-0.652 0.790 0.173
0.668 -0.552 -0.353
-0.140 -0.281 0.049
-0.171 -0.144 -0.059
0.233 -0.148 0.889
-0.039 -0.448 -0.763
-0.182 -0.166 1.368
0.450 6.759 -0.465
-0.012 -0.231 -0.390
0.665 0.533 -0.158
-0.648 0.382 -0.003
-0.289 4.206 0.494
-0.909 -1.189 -2.102
5.729 1.715 -3.285
0.438 0.315 0.922
-0.460 0.390 -0.480
0.279 0.469 0.022
1.845 0.787 -4.457



Density functional theory data (wB97M-V/def2-TZVPD) for C6H24BrFeN12O6 as an isolated structure in a non-equilibrium geometry.

Summary:
Highest occupied orbital energy (spin up / spin down) in Eh: -0.1659 / -0.4264
Multiplicity: 7
Net charge: +1
Kohn-Sham gap (spin up / spin down) in hartree: 0.09194 / 0.29190

Geometry (Å):
Fe  0.2207  0.5748  0.0294
Br  1.5182  2.5973  -0.0248
C  -1.4238  -2.1265  -0.1827
O  -0.7080  -1.1491  -0.2078
N  -2.5266  -2.3167  -0.7664
N  -1.1907  -3.0922  0.6010
H  -2.7194  -1.8860  -1.6593
H  -3.1117  -3.0707  -0.4358
H  -0.3021  -3.1199  1.0802
H  -1.7296  -3.9418  0.5119
C  -2.3218  1.8512  -1.5409
O  -1.3849  1.4811  -0.8736
N  -3.4840  1.2547  -1.6967
N  -2.3134  2.9980  -2.2513
H  -4.1343  1.7777  -2.2656
H  -3.6166  0.3896  -1.1926
H  -2.9348  3.2037  -3.0205
H  -1.6491  3.7476  -2.1215
C  3.0357  -1.2919  -0.3560
O  1.8879  -0.8838  -0.3475
N  3.9871  -0.9594  -1.1283
N  3.5470  -2.1105  0.5585
H  3.8980  -0.1900  -1.7765
H  4.8547  -1.4762  -1.1437
H  3.0855  -2.5904  1.3180
H  4.5074  -2.3547  0.3638
C  1.7444  -0.2858  2.8350
O  0.9670  -0.1717  1.9191
N  1.9751  -1.4202  3.3837
N  2.3312  0.7160  3.5312
H  1.5277  -2.2217  2.9625
H  2.5515  -1.5456  4.2036
H  2.2073  1.6919  3.3024
H  3.1099  0.5428  4.1507
C  -1.7496  1.4721  2.4318
O  -1.0700  1.0766  1.4791
N  -3.0227  1.1523  2.5707
N  -1.2870  2.2780  3.3330
H  -3.4946  1.4919  3.3966
H  -3.4869  0.5314  1.9233
H  -1.9055  2.4017  4.1218
H  -0.3391  2.5634  3.5333
C  0.6613  0.3032  -3.2663
O  0.6456  0.4772  -2.0783
N  1.2704  1.1408  -3.9549
N  0.1107  -0.6836  -3.9983
H  1.3438  2.1148  -3.6980
H  1.2534  0.8949  -4.9343
H  -0.7570  -1.0768  -3.6628
H  0.4215  -0.7598  -4.9563

Force components x, y, z for each atom (eV/Å):
0.087 -0.432 -0.519
0.227 0.011 0.366
0.981 1.323 0.739
1.527 2.315 -0.882
-4.907 0.542 -3.762
2.588 -4.530 4.241
-0.390 0.238 -0.091
-0.289 0.021 -0.510
-0.248 -0.056 0.116
0.450 -0.028 0.226
-0.326 1.446 -1.223
0.732 -0.277 0.661
-0.627 -1.093 0.354
0.995 2.370 -1.077
-0.567 -0.922 0.452
-0.645 -0.158 -0.390
-0.147 -0.419 0.363
0.313 -0.611 0.331
-2.437 -0.457 2.875
-0.599 0.314 -0.204
3.485 2.467 -4.889
0.900 -2.302 2.084
-0.164 -0.245 0.016
-0.244 0.458 -0.186
-0.185 0.301 -0.574
-0.344 -0.411 0.858
0.114 3.017 0.814
-0.730 0.373 -1.421
0.783 -4.902 1.287
0.585 1.836 0.142
0.104 0.033 0.335
-0.288 -0.026 -0.229
-0.028 -0.338 -0.491
-0.250 -0.115 -0.176
0.864 -1.202 -2.615
-0.349 -0.132 0.152
-1.565 -0.387 0.438
0.635 2.257 3.575
-0.357 -0.351 -0.416
0.123 0.055 0.088
0.320 0.360 0.042
-0.087 -0.427 -0.822
-2.311 -2.784 1.944
-1.275 -0.510 3.208
3.936 4.723 -5.734
-0.443 -1.371 0.390
0.354 -0.363 0.235
0.303 1.164 -0.116
0.160 -0.494 -0.175
-0.762 -0.280 0.169



Density functional theory data (wB97M-V/def2-TZVPD) for a 7-piece molecular cluster, C6H24ClN10O6 overall in a non-equilibrium geometry.

Summary:
Highest occupied orbital energy (spin up / spin down) in Eh: 0.0881 / -0.1640
Multiplicity: 2
Net charge: -2
Kohn-Sham gap (spin up / spin down) in hartree: 0.07629 / 0.32661

Geometry (Å):
Cl  0.2023  -0.3028  -0.1059
C  3.8450  0.7590  -1.4855
O  2.4982  1.2995  -1.5583
H  4.4483  0.9140  -2.3800
H  4.3953  1.2813  -0.7029
H  3.9062  -0.3220  -1.3597
H  1.8957  0.7385  -1.0644
C  1.0137  1.3136  3.7659
O  0.9153  1.9959  4.8248
N  0.8999  0.0519  3.7338
N  1.1448  1.8117  2.6025
H  0.9016  -0.4564  2.8610
H  0.6152  -0.3810  4.6007
H  1.4540  2.7642  2.4716
H  1.1957  1.2934  1.7371
C  -3.5571  0.8399  -2.4105
O  -4.0016  1.3864  -1.4227
N  -2.4453  0.1363  -2.2981
N  -4.0633  0.8029  -3.5778
H  -1.9891  0.1219  -1.3971
H  -2.1024  -0.3137  -3.1347
H  -3.7158  0.2060  -4.3148
H  -4.9727  1.2421  -3.5919
C  -0.2999  3.7618  0.1318
O  -0.6628  4.7989  0.7397
N  0.9884  3.4978  -0.0889
N  -1.1066  2.8028  -0.3045
H  1.7051  4.0654  0.3403
H  1.1994  2.5442  -0.3464
H  -2.0184  3.1995  -0.4817
H  -0.8955  1.8159  -0.2665
C  3.1748  -2.6035  1.3678
O  4.1023  -3.2908  1.7960
N  2.0410  -3.0420  1.0035
N  3.3189  -1.3316  1.1265
H  1.8723  -4.0316  1.1149
H  1.2435  -2.4498  0.8209
H  4.2098  -0.8639  1.2135
H  2.4504  -0.9400  0.7910
C  -3.2066  -3.5929  -0.4265
O  -3.6327  -4.6607  0.0031
N  -2.1661  -3.0358  0.0369
N  -3.6508  -2.8464  -1.3641
H  -1.8484  -3.2947  0.9600
H  -1.7409  -2.1795  -0.2890
H  -4.3866  -3.3879  -1.7948
H  -3.1746  -2.1179  -1.8765

Force components x, y, z for each atom (eV/Å):
0.337 -0.129 0.410
-0.571 0.361 0.059
1.987 -0.079 -0.645
-0.584 0.497 -0.476
0.046 -0.190 0.362
-0.435 -0.018 0.416
-0.410 -0.747 0.120
-0.760 3.821 4.545
0.492 -0.772 -1.004
-0.608 -6.134 1.180
1.510 3.787 -5.262
-0.158 -0.073 0.288
0.086 -0.196 -0.426
-0.447 -0.066 0.438
-0.301 -0.425 0.251
1.710 -0.569 3.275
-1.432 1.579 1.246
2.132 -1.419 0.352
-3.170 1.182 -3.617
0.278 -0.124 -0.426
0.699 -0.242 0.197
-0.105 -0.179 -0.325
-0.060 -0.224 -0.760
-0.019 2.000 2.310
0.174 -0.871 -1.375
1.922 -0.461 -0.013
-1.861 0.456 -0.576
-0.323 -0.186 -0.030
0.497 0.374 -0.356
-0.388 -1.130 0.243
-0.075 0.096 -0.290
4.884 -0.584 1.184
0.341 -0.820 0.382
-5.260 -3.337 -0.858
-0.040 3.280 -0.241
-0.055 0.295 0.050
0.023 0.056 -0.328
-0.576 -0.101 0.056
0.546 1.257 -0.365
-0.108 -1.971 1.164
-1.118 -0.641 -0.056
6.527 1.947 4.494
-4.733 0.064 -4.311
0.028 -0.240 -0.278
-0.360 -0.008 -0.127
-0.233 0.877 -1.022
-0.025 0.007 0.144



Density functional theory data (wB97M-V/def2-TZVPD) for a 7-piece molecular cluster, C6H24ClN12O6 overall in a non-equilibrium geometry.

Summary:
Highest occupied orbital energy (spin up / spin down) in Eh: -0.3593 / -0.3584
Multiplicity: 2
Kohn-Sham gap (spin up / spin down) in hartree: 0.35347 / 0.13449

Geometry (Å):
Cl  -0.3752  0.1601  0.8886
C  -2.6550  3.2576  1.6560
O  -2.9812  2.0818  1.9505
N  -1.5589  3.5467  1.0701
N  -3.2843  4.3370  1.9015
H  -0.8685  2.8095  1.0659
H  -1.1178  4.4543  1.1125
H  -4.1434  4.2611  2.4270
H  -2.9648  5.2905  1.8066
C  -2.4804  -0.6943  -2.6490
O  -2.6844  -1.1801  -3.7472
N  -2.5025  0.5820  -2.4383
N  -2.3759  -1.3983  -1.5240
H  -2.3387  0.9335  -1.5057
H  -2.6912  1.1503  -3.2516
H  -2.7537  -2.3350  -1.5271
H  -2.1346  -0.9442  -0.6547
C  3.6469  -0.7223  1.0195
O  4.8069  -0.9710  0.8666
N  3.1858  0.2045  1.7609
N  2.6445  -1.0609  0.2278
H  2.1973  0.4002  1.6919
H  3.7875  0.5390  2.5000
H  2.9012  -1.5207  -0.6340
H  1.6662  -0.9277  0.4407
C  1.4219  -3.1424  3.4401
O  2.1882  -3.1023  4.3722
N  1.1767  -2.2911  2.4405
N  0.6870  -4.1371  3.2418
H  0.5926  -2.3873  1.6222
H  1.5048  -1.3526  2.6190
H  -0.2015  -4.0272  2.7741
H  0.8696  -4.7944  3.9866
C  0.9849  -2.8669  -2.0898
O  1.5402  -3.5668  -2.9112
N  0.8818  -1.5864  -2.1243
N  0.3244  -3.2983  -0.9940
H  0.3494  -1.1653  -1.3765
H  1.2534  -0.9273  -2.7934
H  0.2963  -4.2998  -0.8660
H  -0.3872  -2.7096  -0.5853
C  0.4349  3.3759  -2.1692
O  0.6026  4.5617  -2.3733
N  0.8536  2.7662  -1.1536
N  -0.5023  2.6501  -2.7332
H  0.7818  1.7612  -1.0831
H  1.3216  3.3517  -0.4767
H  -1.3347  3.0593  -3.1331
H  -0.5657  1.8752  -2.0885

Force components x, y, z for each atom (eV/Å):
0.952 -0.448 -0.416
-0.820 -5.035 1.599
-0.241 1.798 -0.450
6.622 -0.259 -2.977
-5.419 4.302 2.475
-0.156 -0.209 -0.261
-0.481 -0.025 -0.062
0.062 -0.050 -0.138
0.289 -0.558 -0.269
-1.338 -2.106 -1.645
0.160 -0.509 -0.457
0.362 3.786 0.289
0.677 -2.072 1.923
-0.394 0.430 -0.316
0.214 0.135 0.457
0.259 0.236 0.012
-0.348 -0.159 0.093
2.664 1.015 -0.613
1.327 -1.750 -0.417
-1.274 3.358 4.385
-1.637 -3.447 -3.586
-0.058 0.666 0.682
-0.361 0.395 0.026
-0.289 -0.391 -0.350
-0.854 0.388 0.006
1.768 1.796 0.455
1.320 1.529 0.385
1.808 4.762 -1.399
-3.733 -6.486 0.197
-0.176 -0.403 0.487
-0.315 0.029 -0.140
0.160 -0.592 0.321
-0.960 -0.690 -0.282
0.133 -2.831 -1.407
0.446 -0.386 0.196
0.101 5.942 0.028
-0.296 -1.950 1.918
-0.075 0.393 -0.292
-0.050 -0.764 -0.364
-0.279 0.217 0.006
-0.123 -0.392 -0.186
-2.731 5.238 -2.615
0.910 1.080 -0.563
4.473 -2.595 5.916
-1.683 -2.741 -2.106
0.277 0.356 0.782
0.418 -0.696 -0.046
0.468 -0.020 0.019
-1.776 -0.287 -1.300



Density functional theory data (wB97M-V/def2-TZVPD) for C6H24F3HfN12O6 as an isolated structure in a non-equilibrium geometry.

Summary:
Relative energy (zero: lowest compared OMol25 entry of this formula, charge and spin) in kJ/mol: 0.0
Highest occupied orbital energy in Eh: -0.4415
Net charge: +1
Kohn-Sham gap in hartree: 0.37003

Geometry (Å):
Hf  -0.7335  -0.0644  -0.4576
F  -2.6794  -0.8223  -0.7873
F  -0.2629  -0.1813  -2.5912
F  -1.6452  1.1742  1.1194
C  -0.3339  -3.0951  -2.1255
O  -0.5040  -2.3504  -1.1616
N  0.0716  -4.3986  -1.9633
N  -0.4368  -2.6145  -3.3815
H  0.5094  -4.8860  -2.7216
H  -0.0405  -4.8070  -1.0547
H  -0.5400  -1.5986  -3.4316
H  -0.3427  -3.2180  -4.1761
C  -2.4648  2.5585  -2.1508
O  -1.9450  1.6060  -1.5984
N  -1.8984  3.1490  -3.2477
N  -3.6862  3.0039  -1.7466
H  -1.3068  2.5221  -3.7678
H  -2.3644  3.9153  -3.6955
H  -4.1640  2.5179  -1.0098
H  -4.1282  3.7952  -2.1754
C  0.6897  3.0004  -0.1922
O  0.4277  1.9320  -0.7180
N  -0.2370  3.5919  0.5986
N  1.8986  3.6221  -0.3218
H  -1.1341  3.1865  0.8246
H  0.0020  4.4005  1.1480
H  2.6649  2.9830  -0.4314
H  2.0722  4.5187  0.0928
C  1.1181  0.6752  2.7118
O  0.7324  0.3500  1.6009
N  0.4517  1.6332  3.4226
N  2.2114  0.1069  3.3209
H  0.7625  1.9823  4.3091
H  -0.4403  1.9119  3.0445
H  2.6886  -0.6066  2.8029
H  2.5497  0.4074  4.2149
C  2.6305  -1.2777  -0.7972
O  1.5705  -0.7258  -0.5377
N  3.8078  -0.6010  -0.6403
N  2.7390  -2.6368  -0.9821
H  3.6986  0.3388  -0.3031
H  4.7425  -0.9038  -0.8386
H  1.9431  -3.0624  -1.4323
H  3.6309  -3.0257  -1.2400
C  -1.4192  -2.0661  2.3564
O  -1.1611  -1.5763  1.2605
N  -0.4599  -2.5827  3.1836
N  -2.7000  -2.0860  2.8122
H  0.4726  -2.6215  2.8211
H  -0.7342  -3.0099  4.0473
H  -2.9128  -2.4146  3.7352
H  -3.4109  -1.6498  2.2514

Force components x, y, z for each atom (eV/Å):
-2.932 -0.169 -0.787
2.282 1.048 0.299
-0.233 0.618 1.775
0.524 -0.684 -1.320
0.197 0.818 -1.012
-0.011 -0.375 1.121
-0.129 0.591 -0.009
0.083 -0.751 0.347
-0.225 -0.300 0.042
0.118 -0.137 -0.007
0.069 0.021 -0.046
-0.092 0.092 -0.102
-0.789 -0.330 -0.295
0.306 -0.513 0.420
-0.053 -0.075 0.675
0.325 0.496 -0.117
0.193 0.260 -0.081
0.003 -0.139 -0.313
0.181 -0.062 0.108
-0.095 -0.063 -0.030
-1.247 0.545 1.650
0.842 -1.590 -0.783
0.308 1.244 0.246
-0.234 -0.427 -0.252
0.142 -0.776 -0.483
0.134 -0.011 -0.150
0.159 0.219 -0.281
0.022 -0.047 0.135
-0.452 0.521 0.647
0.689 -0.580 -0.205
0.278 -0.212 -0.205
-0.477 0.199 -0.501
-0.067 -0.095 0.067
-0.006 -0.025 -0.109
0.174 0.042 0.046
0.024 -0.083 0.028
0.737 -0.829 1.182
-0.420 0.347 -0.611
-0.435 0.579 0.041
-0.182 0.524 -0.494
0.037 0.028 -0.095
-0.152 -0.391 -0.176
-0.086 -0.153 0.213
0.023 0.108 -0.075
-0.495 0.491 0.159
0.782 0.054 -0.259
-0.749 0.374 -0.554
0.591 -0.211 0.070
0.107 -0.111 0.146
0.343 -0.155 0.047
-0.177 0.026 -0.030
0.063 0.049 -0.083